{
  "formula": "H4NO2SSi",
  "method": "ωB97M-V/def2-TZVPD",
  "total_charge": -1,
  "spin_multiplicity": 1,
  "elements": ["N", "O", "O", "Si", "S", "H", "H", "H", "H"],
  "xyz": [[1.2386, 0.2558, -0.1610], [0.4050, -2.2277, -0.5492], [-1.4940, -0.1513, -0.0976], [-0.2011, 0.9766, 0.1763], [-1.5506, -1.7164, 0.1566], [0.7845, -1.3332, -0.4123], [2.1054, 0.6937, 0.1138], [-0.5101, 1.5182, 1.5319], [-0.7778, 1.9843, -0.7585]]
}

{
  "formula": "H4NOPS2",
  "method": "ωB97M-V/def2-TZVPD",
  "smiles": "NP(=O)(S)S",
  "total_charge": 0,
  "spin_multiplicity": 1,
  "elements": ["N", "O", "P", "S", "S", "H", "H", "H", "H"],
  "xyz": [[-0.9503, -0.6418, -0.7629], [1.5383, 0.3446, -0.7492], [0.2586, 0.2861, -0.0130], [-0.1656, 2.2689, -0.0995], [0.3143, -0.3919, 2.1199], [-1.0152, -1.6038, -0.8710], [-1.8263, -0.4136, -0.2032], [1.1734, 2.0930, -0.5737], [1.5822, -0.9075, 2.1602]]
}

{
  "formula": "H4NOPS2",
  "method": "ωB97M-V/def2-TZVPD",
  "total_charge": 0,
  "spin_multiplicity": 1,
  "elements": ["N", "O", "P", "S", "S", "H", "H", "H", "H"],
  "xyz": [[-0.9404, -0.0631, 1.5946], [0.3474, -0.0256, -1.3183], [-1.9168, 0.1017, 0.1698], [-2.3516, -1.6177, -0.5245], [-2.3588, 1.9884, -0.0296], [-0.5144, 0.7675, 1.9978], [-0.3633, -0.8993, 1.8203], [0.4208, -0.7396, -0.6727], [0.8485, 0.0826, -2.1204]]
}

{
  "formula": "H4NP",
  "method": "ωB97M-V/def2-TZVPD",
  "smiles": "NP",
  "total_charge": 0,
  "spin_multiplicity": 1,
  "elements": ["N", "P", "H", "H", "H", "H"],
  "xyz": [[-0.6930, -0.3259, -0.2406], [0.7976, 0.1483, 0.6854], [-1.2930, 0.5100, -0.2692], [-1.2996, -0.8244, 0.3175], [1.0324, 1.3113, -0.3861], [1.4556, -0.8194, -0.1070]]
}

{
  "formula": "H4NS",
  "method": "ωB97M-V/def2-TZVPD",
  "total_charge": -1,
  "spin_multiplicity": 1,
  "elements": ["N", "H", "H", "H", "S", "H"],
  "xyz": [[2.5027, 0.5254, -0.2277], [2.6114, -0.1504, 0.4388], [2.5825, 0.1327, -1.0679], [1.6409, 0.9302, -0.0012], [-1.4032, -0.3273, 0.1662], [-1.9024, 0.6462, -0.4344]]
}

{
  "formula": "H4O2",
  "method": "ωB97M-V/def2-TZVPD",
  "s_squared": 0.750,
  "total_charge": -1,
  "spin_multiplicity": 2,
  "elements": ["H", "H", "O", "H", "H", "O"],
  "xyz": [[-0.1462, -1.0276, 1.4474], [-0.2907, -2.5927, 1.0318], [-0.2029, -1.9479, 1.7401], [0.6892, 1.4895, -1.9611], [0.0813, 2.4103, -0.8324], [-0.1307, 1.6684, -1.4257]]
}

{
  "formula": "H4O2",
  "method": "ωB97M-V/def2-TZVPD",
  "smiles": "O.O",
  "total_charge": 0,
  "spin_multiplicity": 1,
  "elements": ["H", "H", "H", "H", "O", "O"],
  "xyz": [[0.0279, 0.7068, 0.1599], [-0.7199, 1.5961, 1.2404], [1.1575, -1.2279, -0.5417], [-0.2536, -1.7101, -0.6411], [-0.4639, 1.5501, 0.2919], [0.2520, -0.9150, -0.5093]]
}

{
  "formula": "H4O2",
  "method": "ωB97M-V/def2-TZVPD",
  "smiles": "O.O",
  "total_charge": 0,
  "spin_multiplicity": 1,
  "elements": ["H", "H", "H", "H", "O", "O"],
  "xyz": [[0.8435, 0.9008, 1.0526], [-0.2254, 1.9355, 0.7222], [-0.2609, -0.4268, -0.5897], [-0.0893, -2.1364, -0.5893], [0.0294, 0.9949, 0.5353], [-0.2973, -1.2681, -1.1311]]
}

Result set for relative energy (zero: lowest compared OMol25 entry of this formula, charge and spin): 177.43; 117.58; 120.83; 57.81; 55.27; 37.55; 13.45; 31.33 kJ/mol, one per record in the order listed.